Computed, not measured: a molecular structure, C50H58ClKN4O5S, with ωB97M-V/def2-TZVPD.

Computed properties:
- Total charge: -2
- Frontier orbital gap: 4.81 eV

Each line ends with the Löwdin charge.
Geometry (Å):
K (0.0928, -0.1270, -0.2166)  0.7690
C (1.3804, -1.0449, 6.4712)  -0.1036
C (2.0299, -1.7766, 5.2877)  -0.2094
C (1.1646, -1.7632, 4.0632)  -0.1473
C (0.3765, -2.7649, 3.5924)  -0.1425
C (0.3024, -4.1752, 4.0972)  -0.2085
C (1.4527, -5.0353, 3.5547)  -0.0935
C (-0.3370, -2.2129, 2.4341)  -0.2398
C (-1.2920, -2.9065, 1.6710)  0.0559
C (-2.0881, -2.4188, 0.6240)  -0.2524
C (-3.0346, -3.2172, -0.1677)  -0.1370
C (-3.3297, -4.6743, 0.0124)  -0.2035
C (-4.5631, -4.9258, 0.8877)  -0.0998
C (-3.5743, -2.3669, -1.0816)  -0.1440
C (-2.9436, -1.0619, -0.8483)  -0.2538
C (-3.1760, 0.0994, -1.6091)  0.0424
C (-2.5783, 1.3640, -1.4633)  -0.2613
N (-1.6184, 1.6652, -0.5685)  0.0526
C (-1.3011, 2.9633, -0.7253)  -0.2474
C (-0.3341, 3.6494, 0.0272)  0.0430
C (0.4744, 3.1466, 1.0633)  -0.2449
N (0.4798, 1.8684, 1.4942)  0.0772
C (1.3296, 1.7950, 2.5379)  -0.2499
C (1.5485, 0.6432, 3.3110)  0.0439
C (0.9269, -0.6112, 3.1835)  -0.2439
N (0.0327, -0.9339, 2.2311)  0.0681
C (1.9420, 3.1054, 2.7848)  -0.1505
C (1.4067, 3.9515, 1.8645)  -0.1500
C (1.7145, 5.4057, 1.6688)  -0.2088
C (2.5963, 5.6611, 0.4375)  -0.1024
C (2.9049, 3.4414, 3.8847)  -0.2130
C (2.1935, 3.9352, 5.1514)  -0.1036
C (-2.1217, 3.5542, -1.7933)  -0.1424
C (-2.9211, 2.5539, -2.2544)  -0.1615
C (-3.9922, 2.6344, -3.2992)  -0.2145
C (-5.3711, 2.9643, -2.7081)  -0.0942
C (-2.0916, 4.9864, -2.2255)  -0.2045
C (-2.8160, 5.9194, -1.2442)  -0.0991
N (-2.0890, -1.1444, 0.1879)  0.0345
C (-4.6014, -2.6693, -2.1279)  -0.2032
C (-5.9883, -2.1057, -1.7860)  -0.1021
H (2.0393, -1.0208, 7.3459)  0.0573
H (0.4483, -1.5420, 6.7536)  0.0698
H (1.1318, -0.0187, 6.1930)  0.0608
H (2.2359, -2.8105, 5.5799)  0.0909
H (2.9981, -1.3161, 5.0673)  0.1026
H (-0.6459, -4.6265, 3.7973)  0.0914
H (0.3179, -4.1830, 5.1921)  0.0968
H (1.4659, -4.9947, 2.4631)  0.0744
H (1.3589, -6.0810, 3.8674)  0.0580
H (2.4145, -4.6550, 3.9090)  0.0639
H (-1.4295, -3.9526, 1.9249)  0.0887
H (-2.4631, -5.1644, 0.4609)  0.0985
H (-3.4775, -5.1439, -0.9643)  0.0988
H (-4.4360, -4.4508, 1.8632)  0.0728
H (-4.7395, -5.9954, 1.0420)  0.0577
H (-5.4547, -4.4958, 0.4237)  0.0552
H (-3.9049, 0.0069, -2.4103)  0.0871
H (-0.2104, 4.7059, -0.2025)  0.0854
H (2.2680, 0.7384, 4.1197)  0.0854
H (2.2183, 5.7974, 2.5575)  0.0914
H (0.7827, 5.9701, 1.5639)  0.1023
H (3.5366, 5.1094, 0.5267)  0.0746
H (2.8282, 6.7248, 0.3178)  0.0603
H (2.0929, 5.3098, -0.4662)  0.0472
H (3.6078, 4.2071, 3.5420)  0.0967
H (3.5020, 2.5611, 4.1328)  0.0950
H (1.6390, 4.8538, 4.9418)  0.0647
H (2.8988, 4.1347, 5.9655)  0.0574
H (1.4729, 3.1871, 5.4903)  0.0694
H (-4.0571, 1.6833, -3.8352)  0.0968
H (-3.7323, 3.3923, -4.0420)  0.0877
H (-5.6228, 2.2474, -1.9224)  0.0715
H (-6.1557, 2.9359, -3.4720)  0.0594
H (-5.3655, 3.9608, -2.2584)  0.0574
H (-2.5495, 5.0838, -3.2146)  0.0933
H (-1.0528, 5.3140, -2.3290)  0.1004
H (-3.8662, 5.6301, -1.1497)  0.0598
H (-2.7735, 6.9625, -1.5759)  0.0589
H (-2.3665, 5.8505, -0.2511)  0.0652
H (-4.6776, -3.7515, -2.2624)  0.0946
H (-4.2792, -2.2565, -3.0893)  0.1031
H (-6.3632, -2.5509, -0.8603)  0.0604
H (-6.7116, -2.3073, -2.5832)  0.0588
H (-5.9338, -1.0255, -1.6311)  0.0604
O (0.7733, 0.8374, -2.4746)  -0.5519
S (1.3833, -0.3126, -3.1915)  0.9647
C (2.5512, 0.4251, -4.4690)  -0.2261
C (2.4573, 1.9199, -4.5215)  -0.2640
C (1.9909, 2.5716, -5.6586)  -0.0562
C (1.8803, 3.9562, -5.6923)  -0.0948
C (2.2280, 4.7103, -4.5798)  -0.1024
C (2.6858, 4.0695, -3.4340)  -0.0741
C (2.7982, 2.6877, -3.4057)  -0.0351
C (0.0945, -0.9084, -4.3576)  -0.2472
C (-0.2737, 0.0767, -5.4173)  -0.2675
C (0.0352, -0.1590, -6.7557)  -0.0719
C (-0.2894, 0.7679, -7.7391)  -0.1148
C (-0.9138, 1.9584, -7.3896)  -0.1155
C (-1.2165, 2.2070, -6.0550)  -0.0775
C (-0.9117, 1.2724, -5.0750)  -0.0122
H (2.3481, -0.0377, -5.4355)  0.0799
H (3.5286, 0.0960, -4.1132)  0.0894
H (1.6908, 1.9864, -6.5212)  0.0937
H (1.5043, 4.4430, -6.5853)  0.0944
H (2.1328, 5.7901, -4.5993)  0.0911
H (2.9385, 4.6450, -2.5509)  0.0864
H (3.1296, 2.1931, -2.4997)  0.1208
H (-0.7253, -1.1074, -3.6646)  0.0929
H (0.4699, -1.8581, -4.7462)  0.1021
H (0.5290, -1.0863, -7.0304)  0.1104
H (-0.0495, 0.5612, -8.7764)  0.0930
H (-1.1647, 2.6874, -8.1528)  0.0928
H (-1.6928, 3.1371, -5.7708)  0.1016
H (-1.1375, 1.4732, -4.0327)  0.1096
O (2.1682, -3.2169, -2.6166)  -0.3912
Cl (1.4854, -2.8657, -1.3762)  0.6337
O (2.2339, -1.8401, -0.6740)  -0.4042
O (1.3522, -4.0436, -0.5593)  -0.3421
O (0.1651, -2.3282, -1.6933)  -0.4440

***

Computed, not measured: a molecular structure, C50H58IN3O4SSeSn, with ωB97M-V/def2-TZVPD.

Computed properties:
- Energy relative to the best compared isomer or geometry (same formula, charge and spin): 3.118 eV
- Total charge: -2
- Frontier orbital gap: 6.13 eV

Each line ends with the Löwdin charge.
Geometry (Å):
Sn (-1.8420, -0.0701, 0.6304)  1.3298
C (1.3280, -6.1528, -1.7568)  -0.0894
C (0.4678, -5.5542, -2.8352)  -0.6043
C (-0.6898, -6.5694, -2.9194)  -0.0590
C (1.1932, -5.4517, -4.1562)  -0.0391
C (0.0173, -4.2382, -2.3110)  -0.2002
C (0.6023, -3.4956, -1.2744)  -0.0922
C (0.2043, -2.1585, -1.0251)  -0.4233
Se (1.4023, -1.2825, 0.1621)  1.0589
C (1.8603, 0.3013, -0.7892)  -0.4222
C (3.0767, 0.3948, -1.4432)  -0.0986
C (3.5433, 1.5499, -1.9955)  -0.2182
C (2.7956, 2.7042, -1.8700)  -0.0128
C (1.5157, 2.6906, -1.3217)  -0.0532
C (1.0470, 1.4591, -0.6170)  -0.3929
O (-0.0126, 1.5102, 0.0915)  -0.2562
C (0.7393, 3.9809, -1.0928)  -0.5453
C (-0.6882, 3.7949, -1.5637)  -0.0534
C (0.7222, 4.2461, 0.4203)  -0.0470
C (1.3337, 5.2282, -1.7474)  -0.0868
C (4.9095, 1.6659, -2.7110)  -0.5490
C (4.6914, 1.6530, -4.2175)  -0.0655
C (5.5175, 2.9827, -2.3194)  -0.0927
C (5.9257, 0.5446, -2.3219)  -0.0421
C (-0.8775, -1.5452, -1.7760)  -0.3754
O (-1.4471, -0.3633, -1.4978)  -0.3020
C (-1.3810, -2.2865, -2.8166)  -0.0961
C (-0.9776, -3.5805, -3.0699)  0.0107
C (-2.5042, -1.6168, -3.7493)  -0.5115
C (-1.9369, -0.3032, -4.3276)  -0.0473
C (-3.7223, -1.3780, -2.8575)  -0.0483
C (-2.8944, -2.5186, -4.9063)  -0.1114
H (1.6785, -7.1413, -2.0821)  0.0821
H (2.2281, -5.5359, -1.6114)  0.0888
H (0.7445, -6.2441, -0.8644)  0.0836
H (-0.3245, -7.5708, -3.2302)  0.0842
H (-1.2270, -6.6773, -1.9807)  0.0869
H (-1.3713, -6.2591, -3.7216)  0.0690
H (1.7933, -6.3173, -4.3870)  0.0716
H (0.4707, -5.2383, -4.9033)  0.0631
H (1.9252, -4.6106, -4.1287)  0.1066
H (1.4503, -3.8046, -0.7200)  0.0525
H (3.6774, -0.5064, -1.4401)  0.0831
H (3.1530, 3.5814, -2.4248)  0.0961
H (-0.9815, 2.8004, -1.2492)  0.0564
H (-1.4410, 4.4890, -1.0575)  0.1054
H (-0.8179, 3.7898, -2.6613)  0.0858
H (0.6604, 3.3903, 1.0565)  0.0543
H (1.6303, 4.7725, 0.7384)  0.0790
H (-0.1376, 4.8682, 0.7094)  0.0831
H (1.2549, 5.2151, -2.8755)  0.0924
H (0.7889, 6.1090, -1.4535)  0.0647
H (2.4256, 5.4258, -1.5405)  0.0838
H (4.0193, 2.4804, -4.6053)  0.1015
H (5.6232, 1.7414, -4.7623)  0.0623
H (4.2527, 0.6928, -4.5234)  0.0857
H (5.0831, 3.8933, -2.6579)  0.0578
H (5.3453, 3.1070, -1.2661)  0.0849
H (6.5975, 3.0808, -2.5212)  0.0878
H (5.4599, -0.4471, -2.3767)  0.0759
H (6.8061, 0.7066, -2.8820)  0.0552
H (6.2023, 0.7379, -1.2964)  0.0791
H (-1.4675, -4.1609, -3.9200)  0.1077
H (-1.7223, 0.4480, -3.5674)  0.0738
H (-1.0422, -0.4675, -4.9048)  0.0715
H (-2.6692, 0.0950, -5.0830)  0.0855
H (-3.5386, -0.6143, -2.0701)  0.0510
H (-4.5688, -1.1571, -3.5079)  0.0798
H (-3.9655, -2.2278, -2.2161)  0.0911
H (-2.0219, -2.8533, -5.5608)  0.0932
H (-3.3733, -3.4062, -4.5079)  0.0636
H (-3.6627, -2.0964, -5.6968)  0.1095
C (-5.4370, 2.6233, -0.7525)  -0.0943
C (-5.7110, 3.4550, 0.3188)  -0.1092
C (-4.8950, 3.3491, 1.4517)  -0.0597
C (-3.8421, 2.4453, 1.4864)  -0.2175
C (-3.5081, 1.6460, 0.4176)  -0.1573
C (-4.3506, 1.7424, -0.6854)  -0.1063
C (-3.0370, 2.3910, 2.7466)  -0.2051
C (-3.3957, 2.9099, 4.0097)  0.0006
C (-2.4693, 2.7984, 5.0590)  -0.0016
C (-1.2082, 2.2315, 4.8430)  -0.1668
C (-0.2011, 2.1602, 5.8676)  -0.0255
C (1.0162, 1.6741, 5.6474)  -0.0478
C (1.7092, -0.4571, 4.4934)  -0.1095
C (0.3185, -0.5014, 4.0308)  -0.1428
C (-0.9794, 1.6930, 3.5789)  -0.1577
N (-1.8767, 1.7350, 2.5796)  0.0958
H (-6.0121, 2.5364, -1.6584)  0.0872
H (-6.6178, 4.0773, 0.3847)  0.0920
H (-5.1328, 3.9692, 2.3281)  0.0956
H (-4.1586, 1.0854, -1.4630)  0.0458
H (-4.4267, 3.2389, 4.2050)  0.1079
H (-2.6033, 3.1781, 6.0738)  0.1107
H (-0.4120, 2.4988, 6.8664)  0.1086
H (1.7126, 1.6128, 6.4467)  0.0959
H (2.4595, -0.7925, 3.7820)  0.1488
H (-1.5848, -1.0917, 4.1870)  0.0742
O (-4.1323, -2.3983, 1.1164)  -0.2013
O (-4.1332, -1.0719, 0.6639)  -0.3386
I (-4.6298, -1.3574, 4.2412)  0.0620
C (-3.4560, -2.5525, 2.1602)  -0.3683
H (-3.5397, -3.6037, 2.5672)  0.0982
H (-2.7404, -1.8711, 2.4476)  -0.1128
N (3.8499, 0.0458, 6.2571)  0.0573
C (2.8870, -0.9203, 6.7544)  -0.8167
S (3.1082, -1.6547, 8.2623)  0.4600
C (1.7891, -1.0873, 5.8712)  -0.2699
C (1.4691, 1.1374, 4.3449)  -0.1429
C (0.2616, 0.8581, 3.3749)  -0.0909
N (-0.6349, -1.2354, 4.4762)  0.1839
C (-0.3900, -2.1529, 5.5452)  -0.0643
C (0.7765, -1.9716, 6.2068)  -0.0957
H (4.6968, 0.0145, 6.7617)  0.0380
H (3.9466, 0.0957, 5.2719)  0.0551
H (2.2615, 1.7199, 3.8370)  0.1532
H (0.6280, 0.8868, 2.3624)  0.1106
H (-1.2278, -2.7111, 5.8776)  0.0858
H (0.9959, -2.6085, 7.0936)  0.0821

***

Computed, not measured: a molecular structure, C50H58N8O6, with ωB97M-V/def2-TZVPD.

Computed properties:
- ⟨S²⟩: 0.77
- Total charge: +5
- Frontier orbital gap (spin up / spin down): 2.03 / 2.04 eV
- Spin multiplicity: 2

Each line ends with the Löwdin charge.
Geometry (Å):
C (4.0576, -2.1640, 8.7926)  0.0613
N (3.7988, -1.4077, 7.5274)  -0.0632
C (3.0509, -0.3065, 7.5783)  0.0205
C (2.8994, 0.4884, 6.4683)  0.0689
C (3.6672, 0.2883, 5.3180)  -0.1329
C (4.5879, -0.7766, 5.3615)  0.0398
C (4.6020, -1.6567, 6.4200)  0.0441
C (3.5133, 1.0427, 4.0707)  -0.1592
C (4.5121, 1.9821, 3.7503)  0.0661
C (4.3638, 2.9256, 2.7419)  0.0595
N (3.2053, 2.8824, 2.0432)  -0.0549
C (2.3000, 1.8429, 2.1780)  0.0403
C (2.4652, 0.8927, 3.1858)  0.0272
C (2.9883, 3.8175, 0.9056)  0.0592
H (4.7030, -1.6094, 9.4738)  0.1267
H (4.4505, -3.1665, 8.6234)  0.1147
H (3.0550, -2.1547, 9.2202)  0.1094
H (2.4811, -0.1373, 8.4800)  0.1653
H (2.1034, 1.2180, 6.4497)  0.1466
H (5.2734, -0.8704, 4.5322)  0.1364
H (5.2156, -2.5455, 6.4223)  0.1478
H (5.4101, 2.1201, 4.3342)  0.1452
H (5.0473, 3.6907, 2.4045)  0.1640
H (1.4872, 1.8208, 1.4672)  0.1300
H (1.6079, 0.3015, 3.4722)  0.1337
H (3.2525, 3.2414, 0.0188)  0.0887
H (3.6338, 4.6883, 1.0205)  0.1251
H (1.9237, 4.0498, 0.9325)  0.1017
C (-2.1429, 2.3528, -5.4512)  0.0770
N (-3.4922, 2.7718, -4.8960)  -0.0565
C (-3.6519, 3.8848, -4.1717)  0.0564
C (-4.9188, 4.1963, -3.6957)  0.0291
C (-6.0253, 3.4868, -3.9562)  -0.1223
C (-5.7534, 2.2783, -4.6512)  0.0553
C (-4.5206, 1.9357, -5.1003)  -0.0040
C (-7.2743, 3.9709, -3.3172)  -0.0920
C (-8.1302, 3.0246, -2.6750)  0.0663
C (-9.2170, 3.3994, -1.8596)  0.0410
N (-9.4685, 4.7215, -1.7344)  -0.0864
C (-8.7890, 5.6779, -2.3757)  0.0447
C (-7.6848, 5.3253, -3.1567)  0.0729
C (-10.6149, 5.0383, -0.8605)  0.0425
H (-1.8067, 3.1972, -6.0530)  0.1241
H (-2.3237, 1.4798, -6.0783)  0.0988
H (-1.4816, 2.1097, -4.6195)  0.0924
H (-2.7286, 4.2816, -3.7763)  0.1458
H (-5.0117, 5.0830, -3.0861)  0.1401
H (-6.5098, 1.5183, -4.7801)  0.1359
H (-4.3072, 1.0388, -5.6627)  0.1509
H (-7.8330, 1.9888, -2.7465)  0.1227
H (-9.8623, 2.6542, -1.4184)  0.1548
H (-9.2114, 6.6675, -2.2829)  0.1627
H (-7.0514, 6.0525, -3.6429)  0.1359
H (-10.1598, 5.2754, 0.1011)  0.1233
H (-11.3919, 4.2811, -0.7554)  0.1181
H (-11.1623, 5.8853, -1.2740)  0.1172
C (-2.5746, 1.3066, -0.1379)  0.0001
N (-2.0345, -0.0459, -0.0285)  -0.1238
C (-1.1901, -0.4960, -1.0362)  0.0267
C (-0.7448, -1.8359, -0.9537)  -0.0337
C (-1.1800, -2.6669, 0.0000)  -0.1838
C (-1.9208, -2.1144, 1.0850)  0.0195
C (-2.2609, -0.7523, 1.0812)  -0.0334
C (-0.7767, -4.1481, -0.0124)  -0.1905
C (-0.4616, -4.7983, 1.1327)  -0.0170
C (-0.1203, -6.1812, 1.1632)  0.0027
N (-0.2537, -6.8598, -0.0104)  -0.1300
C (-0.6356, -6.2523, -1.1679)  -0.0030
C (-0.9233, -4.8868, -1.1734)  0.0071
C (-0.1912, -8.3439, 0.0622)  0.0380
H (-1.7996, 1.9973, 0.1943)  0.0934
H (-3.4719, 1.4480, 0.4646)  0.1007
H (-2.9030, 1.4088, -1.1723)  0.0943
H (-0.9481, 0.2323, -1.7961)  0.1188
H (-0.0690, -2.2650, -1.6787)  0.1045
H (-2.2051, -2.6960, 1.9494)  0.1117
H (-2.6509, -0.2472, 1.9525)  0.1381
H (-0.6560, -4.2818, 2.0610)  0.1090
H (0.1144, -6.7155, 2.0719)  0.1310
H (-0.9311, -6.8465, -2.0199)  0.1451
H (-1.3614, -4.5242, -2.0915)  0.1298
H (-1.1954, -8.7232, 0.2510)  0.1174
H (0.4914, -8.5433, 0.8883)  0.0978
H (0.1725, -8.6085, -0.9307)  0.1058
C (4.8349, -6.1105, 2.6041)  0.0503
N (4.3647, -5.0521, 1.6733)  -0.1085
C (3.6923, -4.0123, 2.2269)  0.0487
C (3.3791, -2.9540, 1.2355)  0.0761
C (3.7201, -2.9900, -0.1530)  -0.1313
C (4.4506, -4.0705, -0.5458)  0.0614
C (4.7751, -5.0617, 0.4093)  0.0319
C (3.3558, -1.8944, -1.1097)  -0.1443
C (2.8594, -2.2208, -2.3605)  0.0505
C (2.3911, -1.1685, -3.1734)  0.0226
N (2.4797, 0.0905, -2.7835)  -0.0448
C (2.9229, 0.4025, -1.5496)  0.0333
C (3.3155, -0.5809, -0.6505)  0.0450
C (2.2655, 1.1937, -3.7348)  0.0566
H (3.9857, -6.5358, 3.1389)  0.1115
H (5.4701, -5.6783, 3.3772)  0.1151
H (5.3491, -6.8307, 1.9677)  0.1119
H (3.3976, -4.0515, 3.2652)  0.1365
H (2.9351, -2.0571, 1.6417)  0.0946
H (4.7810, -4.2719, -1.5541)  0.1465
H (5.2680, -5.9703, 0.0963)  0.1540
H (2.7956, -3.2329, -2.7319)  0.1353
H (2.1115, -1.2669, -4.2119)  0.1551
H (2.9511, 1.4457, -1.2716)  0.1192
H (3.7105, -0.2606, 0.3023)  0.1182
H (3.1733, 1.7955, -3.6915)  0.0968
H (1.5385, 1.8560, -3.2647)  0.1001
H (2.1598, 0.9985, -4.8019)  0.1284
O (3.4040, 3.8233, -2.5089)  0.0128
C (3.6304, 4.4049, -3.7008)  -0.9171
O (4.5945, 4.0265, -4.3755)  0.0018
O (2.9325, 5.3517, -4.0788)  -0.0004
H (2.8578, 4.5492, -2.1986)  0.0793
O (0.3887, 4.5957, -0.9676)  0.1784
C (0.0262, 3.4482, -1.3196)  -0.9659
O (0.5371, 2.4302, -0.8603)  -0.0453
O (-0.9169, 3.4047, -2.1495)  -0.0516
H (-0.3372, 4.8192, -1.5547)  0.1026